# 1
Entry from OMol25: one molecule with the formula C26H30N4O4 (wB97M-V/def2-TZVPD).

XYZ file:
```
64
Properties=species:S:1:pos:R:3:forces:R:3:lowdin_charge:R:1
C -2.30075 -5.23820 -0.99558 0.18 0.03 0.24 -0.07
C -1.27771 -4.52622 -0.11314 -0.06 0.09 -0.06 -0.42
C -0.10525 -4.02334 -0.95112 -0.07 -0.23 0.14 -0.07
C -1.92150 -3.40801 0.72037 0.07 -0.10 -0.16 -0.11
C -2.50228 -2.24340 -0.08288 -0.30 0.16 -0.07 -0.20
N -1.46251 -1.36819 -0.57511 0.05 -0.21 -0.03 0.13
C -1.79738 -0.28035 -1.28404 0.23 -0.29 -0.04 -0.42
O -2.89128 -0.08802 -1.79982 -0.18 0.03 0.00 0.08
C -0.73415 0.73382 -1.44123 0.41 0.17 0.25 -0.08
N -0.98801 1.79916 -2.25451 0.00 -0.29 0.04 0.15
C 0.06496 2.63454 -2.17711 0.00 0.05 -0.08 -0.17
N 0.98053 2.18027 -1.36824 0.32 0.10 0.10 0.12
C 0.51012 0.98903 -0.88659 -0.73 0.06 -0.55 -0.14
C 1.31267 0.22927 0.08557 0.16 0.10 0.10 -0.40
O 0.99016 -0.86728 0.53684 -0.02 -0.23 0.11 0.04
N 2.42911 0.87788 0.44092 0.12 0.19 0.04 0.12
C 3.41589 0.35090 1.35777 0.04 -0.09 0.24 -0.31
C 3.67960 1.35739 2.47979 -0.15 -0.23 -0.08 -0.03
C 4.70009 0.00662 0.63578 -0.06 -0.17 0.02 -0.19
C 5.27338 -1.24837 0.78581 -0.06 0.09 0.03 -0.03
C 6.45894 -1.56230 0.14438 0.10 -0.06 -0.02 -0.08
C 7.08253 -0.62397 -0.65936 0.07 -0.07 -0.02 -0.09
C 6.51480 0.62873 -0.81826 0.02 0.11 -0.05 -0.08
C 5.33207 0.94286 -0.17344 0.00 -0.07 0.05 -0.04
C -3.44248 -1.42650 0.81217 -0.19 -0.35 -0.34 -0.45
O -4.62056 -1.61745 0.93882 -0.05 -0.05 0.02 0.13
O -2.74572 -0.48083 1.44020 0.31 0.10 0.32 0.02
C -3.44384 0.59700 2.07148 -0.28 0.23 0.03 -0.09
C -3.10938 1.83838 1.28702 -0.06 -0.15 0.11 -0.19
C -3.97512 2.31470 0.31285 0.03 -0.01 0.11 -0.03
C -3.61538 3.40136 -0.46551 -0.05 0.07 -0.08 -0.08
C -2.38650 4.01227 -0.28233 -0.04 0.06 -0.01 -0.11
C -1.51259 3.53221 0.67917 0.12 0.05 0.04 -0.09
C -1.87149 2.44665 1.45712 -0.09 0.02 0.00 -0.03
H -2.65227 -4.58473 -1.78985 -0.08 0.06 -0.13 0.07
H -3.15786 -5.56183 -0.40961 -0.15 -0.07 0.01 0.08
H -1.85048 -6.11383 -1.45770 0.01 -0.09 -0.09 0.08
H -0.89134 -5.25611 0.60871 -0.03 0.06 -0.02 0.13
H 0.41539 -4.86428 -1.40461 0.08 -0.07 -0.07 0.08
H -0.45368 -3.36979 -1.74608 0.02 0.07 -0.11 0.08
H 0.60128 -3.47127 -0.33674 0.15 0.11 0.01 0.07
H -2.73043 -3.84108 1.31373 0.01 0.05 0.04 0.13
H -1.17718 -2.99952 1.40768 -0.01 0.00 0.13 0.13
H -3.10844 -2.60187 -0.92169 0.01 0.07 0.20 0.16
H -0.56865 -1.35529 -0.07149 -0.06 0.12 -0.13 0.09
H -1.85599 1.89332 -2.76179 0.01 0.03 0.06 0.16
H 0.13806 3.55467 -2.72144 -0.09 0.18 -0.15 0.12
H 2.59795 1.76032 -0.02222 -0.08 -0.03 -0.01 0.12
H 2.97866 -0.56239 1.77583 0.12 0.15 -0.08 0.14
H 4.08857 2.27971 2.07376 0.07 0.12 -0.02 0.08
H 4.39490 0.94382 3.18576 0.10 0.01 0.06 0.09
H 2.75580 1.58428 3.00639 -0.08 0.04 0.06 0.08
H 4.78636 -1.98529 1.40794 -0.08 -0.08 0.06 0.11
H 6.89475 -2.54244 0.27034 0.03 -0.08 0.00 0.10
H 8.00669 -0.86793 -1.16191 0.07 -0.02 -0.04 0.10
H 6.99569 1.36456 -1.44608 0.04 0.06 -0.05 0.10
H 4.90076 1.92482 -0.30544 -0.04 0.13 -0.03 0.11
H -4.51669 0.38251 2.06453 0.18 0.06 0.07 0.13
H -3.07794 0.65852 3.10019 -0.07 -0.04 -0.13 0.13
H -4.92601 1.82793 0.15715 -0.10 -0.08 -0.02 0.12
H -4.29526 3.76757 -1.22068 -0.07 0.04 -0.06 0.10
H -2.10639 4.86048 -0.89046 0.01 0.09 -0.05 0.10
H -0.54809 3.99885 0.81558 0.08 0.04 0.01 0.10
H -1.18678 2.05917 2.19731 0.09 -0.04 0.11 0.12
```
Positions in Å, forces in eV/Å.

HOMO = -8.955 eV
ΔE to the lowest compared entry with this formula, charge and spin = 6.0 kcal/mol
SMILES = CC(C)C[C@H](NC(=O)c1[nH]cnc1C(=O)N[C@H](C)c1ccccc1)C(=O)OCc1ccccc1
multiplicity = 1
Kohn-Sham gap = 9.592 eV
maximum force = 0.9 eV Å⁻¹


# 2
Entry from OMol25: one molecule with the formula C24H26N2O3S at a distorted geometry (wB97M-V/def2-TZVPD).

XYZ file:
```
56
Properties=species:S:1:pos:R:3:forces:R:3:lowdin_charge:R:1
O 0.67778 2.96602 -0.58264 -0.06 0.33 -0.21 0.10
C 0.71840 1.86112 -0.10322 0.04 -0.34 0.51 -0.44
N 1.79932 1.05232 -0.14187 0.34 -0.26 0.01 0.12
C 2.90668 1.25875 -1.05234 0.01 0.33 -0.12 -0.29
C 4.20913 0.75647 -0.40895 0.07 0.06 0.00 -0.12
C 4.48536 -0.63322 -1.01361 0.05 -0.13 0.03 -0.18
C 3.26185 -0.96625 -1.87434 0.11 0.08 -0.14 -0.18
C 2.74124 0.39985 -2.31122 -0.13 0.02 0.06 -0.13
C -0.39916 1.27228 0.80744 -0.08 0.26 -0.35 -0.13
C -1.65702 2.10495 0.74354 -0.02 0.04 0.10 -0.15
C -2.87467 1.58141 0.33544 0.13 -0.06 0.04 -0.02
C -3.99967 2.38586 0.28152 -0.11 0.04 -0.02 -0.08
C -3.91975 3.72143 0.63197 -0.10 0.00 -0.04 -0.09
C -2.70831 4.24776 1.04719 0.05 0.07 0.07 -0.08
C -1.58504 3.44426 1.10967 -0.07 -0.04 0.03 -0.03
N -0.62927 -0.13462 0.50583 -0.05 0.40 0.24 -0.01
C -0.63738 -1.05818 1.62983 0.35 -0.38 -0.13 -0.05
C 0.75484 -1.52397 1.92529 0.01 0.62 0.82 -0.26
C 1.73470 -1.01320 2.72709 -0.60 -0.24 -0.28 -0.02
C 2.88360 -1.81501 2.51384 0.03 -0.41 -0.40 -0.05
C 2.52129 -2.74821 1.59490 0.76 0.24 0.44 -0.12
O 1.23912 -2.57977 1.22946 -0.45 -0.13 -0.29 0.03
C -0.70766 -0.49457 -0.80080 0.04 -0.65 -0.12 -0.45
O -0.56144 0.31465 -1.69316 -0.21 0.14 -0.24 0.10
C -1.02232 -1.95750 -1.11381 0.17 0.18 -0.17 -0.09
C -2.48724 -2.18545 -0.93806 -0.29 -0.42 0.28 -0.53
C -3.50384 -1.53805 -1.56885 0.23 -0.08 0.05 -0.14
C -4.78249 -1.97888 -1.15711 -0.16 -0.08 0.08 -0.18
C -4.72397 -2.95461 -0.21849 0.25 -0.19 0.22 -0.41
S -3.10208 -3.36181 0.18515 -0.15 0.43 -0.54 1.04
H 1.71376 0.11522 0.21996 -0.14 0.09 0.12 0.12
H 2.91881 2.32669 -1.27721 0.04 -0.12 0.03 0.15
H 4.09550 0.70922 0.67401 0.02 0.07 0.03 0.10
H 5.02629 1.44182 -0.62688 0.04 0.03 0.05 0.11
H 5.37564 -0.59632 -1.64138 0.05 -0.05 0.00 0.10
H 4.65283 -1.38444 -0.24207 0.09 -0.03 -0.01 0.09
H 2.50473 -1.48414 -1.28150 -0.09 -0.08 0.05 0.09
H 3.51580 -1.60477 -2.71895 -0.07 -0.11 0.01 0.11
H 3.36161 0.80124 -3.11242 0.08 0.03 -0.08 0.12
H 1.70403 0.38402 -2.64130 0.02 0.06 -0.08 0.10
H 0.01222 1.32927 1.82330 -0.04 -0.07 -0.12 0.16
H -2.95741 0.54232 0.05453 0.01 -0.08 -0.01 0.09
H -4.94089 1.96338 -0.03944 -0.08 -0.03 -0.03 0.10
H -4.79732 4.34923 0.58262 -0.07 0.05 0.00 0.10
H -2.63750 5.28927 1.32404 0.01 0.09 0.03 0.10
H -0.64238 3.85913 1.43071 0.09 0.06 0.01 0.12
H -1.27869 -1.91349 1.41538 -0.01 0.16 0.13 0.08
H -1.04514 -0.53726 2.49852 0.01 -0.11 -0.09 0.15
H 1.65031 -0.17975 3.39402 -0.11 0.21 0.13 0.11
H 3.83989 -1.70619 2.98185 0.24 -0.05 0.06 0.11
H 3.05745 -3.55624 1.13870 0.00 -0.14 -0.11 0.13
H -0.75389 -2.10725 -2.16334 0.07 0.03 0.17 0.14
H -0.43824 -2.64306 -0.50228 0.03 0.00 -0.06 0.10
H -3.33912 -0.76787 -2.30128 0.08 0.16 -0.15 0.12
H -5.70293 -1.58329 -1.54715 -0.18 0.04 -0.05 0.10
H -5.52736 -3.47059 0.26786 -0.23 -0.07 0.06 0.06
```
Positions in Å, forces in eV/Å.

HOMO = -8.909 eV
ΔE to the lowest compared entry with this formula, charge and spin = 18.8 kcal/mol
SMILES = O=C(NC1CCCC1)[C@@H](c1ccccc1)N(Cc1ccco1)C(=O)Cc1cccs1
multiplicity = 1
Kohn-Sham gap = 9.445 eV
maximum force = 1.0 eV Å⁻¹


# 3
Entry from OMol25: an isolated ion of composition C5H12N3 and charge +1 at a distorted geometry (wB97M-V/def2-TZVPD).

XYZ file:
```
20
Properties=species:S:1:pos:R:3:forces:R:3:lowdin_charge:R:1
C 1.96620 1.83862 -0.48338 1.85 0.73 0.56 0.06
C 0.80615 1.22220 -0.55837 -0.23 2.63 -2.86 -0.15
C 0.26338 -0.01440 0.01022 -1.69 0.21 -0.33 -0.48
N 0.21194 -0.26066 1.43610 -0.23 -0.57 -0.53 0.09
C 0.70796 -1.24532 -0.61055 2.11 -3.90 0.55 0.01
N 0.77016 -2.23971 0.25954 -1.03 2.60 -0.79 0.19
C -1.27235 -0.02461 -0.54729 -1.44 1.92 0.33 -0.14
N -2.15009 0.13931 0.64678 -2.10 0.55 -1.72 -0.01
H 2.23759 2.83106 -0.95507 -0.82 -1.47 0.23 0.10
H 2.80605 1.43251 0.07804 -0.17 0.06 0.33 0.07
H 0.16632 1.68325 -1.39822 0.75 -0.56 1.72 0.12
H 0.48136 0.50317 1.97452 1.14 1.55 0.99 0.11
H -0.77795 -0.36892 1.65906 -0.44 0.04 0.16 0.08
H 1.06882 -1.39433 -1.67093 -1.05 0.36 1.11 0.19
H 0.54440 -1.71741 1.24115 0.55 -0.83 -0.77 0.13
H 0.65651 -3.20946 0.06111 0.67 -0.68 -0.45 0.13
H -1.32919 0.93997 -1.22463 -0.28 -2.66 0.95 0.14
H -1.62764 -0.96742 -0.99211 0.64 0.48 -0.42 0.13
H -3.07965 -0.27440 0.40373 1.11 -0.09 0.45 0.11
H -2.44997 1.12656 0.67029 0.66 -0.35 0.47 0.11
```
Positions in Å, forces in eV/Å.

HOMO = -14.192 eV
ΔE to the lowest compared entry with this formula, charge and spin = 78.1 kcal/mol
SMILES = C=C[C@](N)(C=[NH2+])CN
multiplicity = 1
net charge = +1
Kohn-Sham gap = 9.973 eV
maximum force = 4.5 eV Å⁻¹


# 4
Entry from OMol25: a 3-piece molecular cluster, C41H60F5N2O2S overall at a distorted geometry (wB97M-V/def2-TZVPD).

XYZ file:
```
111
Properties=species:S:1:pos:R:3:forces:R:3:lowdin_charge:R:1
C 7.09020 -0.87235 -3.47157 -0.35 0.55 0.20 -0.11
C 6.35113 0.02236 -4.46606 -0.21 -0.62 -0.16 -0.25
C 4.83786 0.05426 -4.16669 0.30 0.25 -0.27 -0.20
C 4.23425 1.45804 -4.11601 -0.47 -0.01 0.49 -0.17
C 3.02197 1.54850 -3.14396 0.03 0.15 -0.62 -0.18
C 3.22516 2.73725 -2.23433 -0.01 0.05 -0.14 -0.11
N 2.25809 2.94628 -1.06456 0.90 -0.14 -0.46 -0.15
O 3.01891 3.86115 -0.25565 -0.23 -0.18 -0.06 -0.08
C 2.36043 5.03561 0.23233 -0.09 0.88 0.08 -0.17
C 2.62557 6.25571 -0.64140 0.44 -0.17 0.35 -0.23
C 1.83879 7.47120 -0.17602 0.16 0.11 -0.57 -0.08
C 1.00133 3.49180 -1.62407 -1.10 -0.07 -0.34 -0.07
C -0.27619 3.30295 -0.82108 0.01 0.12 0.60 -0.19
C -1.47900 3.59841 -1.71920 0.31 0.14 -0.36 -0.12
C -1.58367 2.83572 -3.04018 -0.37 0.28 -0.56 -0.25
N -1.32719 3.68154 -4.23040 0.48 -0.02 0.36 0.01
C -0.35457 1.98721 0.00431 -0.03 -0.13 -0.04 -0.25
O -1.63649 1.43522 -0.06284 0.13 -0.13 -0.24 -0.14
C -2.46422 1.69218 1.06333 -0.61 -0.22 0.05 -0.22
C -3.84727 1.10640 0.79429 0.15 0.04 -0.13 -0.03
C 0.73041 0.91102 -0.28592 0.18 0.06 0.34 -0.30
C 0.54120 0.19683 -1.62555 -0.41 0.26 -0.30 -0.08
C -0.81018 -0.43194 -2.01201 0.16 0.03 -0.10 -0.04
C -1.39682 -1.61640 -1.28861 -0.20 0.47 -0.60 -0.65
F -1.74891 -1.38421 -0.03536 -0.17 0.20 0.93 0.16
F -2.52708 -1.95878 -1.93265 -0.49 -0.12 -0.29 0.14
F -0.61719 -2.67879 -1.30913 0.75 -0.77 0.01 0.18
C 0.70996 -0.01766 0.97186 0.03 -0.23 -0.15 -0.09
C 1.09957 -1.47994 0.89934 -0.07 -0.87 0.33 -0.22
C 0.42107 -2.34717 1.77965 0.53 -0.48 -0.36 -0.03
C 0.71408 -3.71560 1.83814 0.30 0.54 -0.46 -0.02
C 1.69874 -4.28489 1.01775 -0.07 0.90 -0.18 -0.27
C 2.02485 -5.74362 1.07048 0.11 -0.10 0.09 -0.05
C 2.39111 -3.42238 0.15143 -0.68 0.23 0.58 -0.02
C 2.09718 -2.05130 0.10372 -0.09 -0.44 0.13 -0.09
C 2.04815 1.74137 -0.13811 0.04 -0.27 0.42 -0.43
S 3.55960 0.76784 0.08475 0.13 -0.12 -0.28 0.95
H 7.10297 -0.38951 -2.49423 0.09 -0.01 0.15 0.07
H 8.11402 -1.07369 -3.76204 0.13 -0.11 -0.08 0.07
H 6.53349 -1.79642 -3.34857 0.15 -0.31 -0.08 0.07
H 6.49444 -0.40134 -5.45721 0.10 0.15 -0.21 0.10
H 6.76239 1.02713 -4.48241 0.12 0.15 0.04 0.10
H 4.31151 -0.50400 -4.93734 -0.11 -0.21 0.01 0.12
H 4.65741 -0.47150 -3.23178 -0.04 0.05 0.24 0.09
H 4.98339 2.19027 -3.81672 0.19 0.00 0.03 0.11
H 3.88280 1.75652 -5.09791 0.17 0.10 -0.24 0.12
H 2.91861 0.61219 -2.61626 0.08 -0.03 0.24 0.06
H 2.12502 1.68726 -3.74526 -0.19 -0.05 0.03 0.11
H 3.13025 3.65087 -2.81536 -0.04 0.20 0.01 0.15
H 4.22571 2.74747 -1.82823 0.04 -0.17 0.37 0.12
H 2.82954 5.22655 1.19318 0.12 -0.21 0.18 0.14
H 1.30293 4.90662 0.44866 -0.03 -0.33 -0.16 0.11
H 2.46626 6.03812 -1.69446 -0.18 0.04 -0.14 0.10
H 3.69011 6.46537 -0.54668 0.14 0.02 -0.10 0.12
H 0.81987 7.44583 -0.55194 -0.25 -0.06 0.25 0.08
H 1.85941 7.59262 0.90193 -0.13 -0.09 0.18 0.08
H 2.29047 8.36327 -0.59971 0.02 0.15 -0.01 0.08
H 0.86118 3.00796 -2.58625 0.21 -0.25 -0.03 0.11
H 1.11625 4.53899 -1.87504 0.38 0.14 0.16 0.13
H -0.32081 4.09629 -0.07601 0.02 0.06 0.08 0.13
H -2.39038 3.50305 -1.14500 -0.10 -0.16 0.18 0.12
H -1.41444 4.65997 -1.96925 -0.07 0.14 -0.01 0.12
H -0.93416 1.96660 -3.09333 0.07 -0.10 0.23 0.08
H -2.59919 2.45938 -3.13300 -0.11 -0.17 0.04 0.11
H -0.97911 4.59466 -3.96236 -0.16 0.06 -0.01 0.05
H -0.59937 3.27731 -4.80521 -0.13 -0.07 -0.20 0.06
H -0.15529 2.26306 1.04306 0.00 0.11 0.16 0.15
H -2.04928 1.20948 1.94813 0.26 0.12 0.13 0.11
H -2.54395 2.76558 1.24122 0.17 0.18 0.03 0.12
H -4.62440 1.85407 0.91096 -0.13 0.02 0.14 0.08
H -3.90624 0.73955 -0.22579 0.07 -0.03 -0.17 0.08
H -4.04108 0.26415 1.44742 -0.15 -0.08 0.13 0.06
H 1.32801 -0.51640 -1.83527 0.11 -0.21 0.28 0.11
H 0.66839 0.96036 -2.38999 0.04 -0.02 -0.12 0.08
H -0.69139 -0.79087 -3.03242 0.08 -0.09 -0.15 0.14
H -1.60318 0.30062 -2.05891 -0.08 0.15 0.18 0.10
H 1.31449 0.43199 1.76047 0.12 0.22 0.03 0.13
H -0.30222 0.00781 1.35787 -0.21 -0.08 -0.03 0.10
H -0.35414 -1.96599 2.42834 -0.07 0.11 -0.01 0.09
H 0.16284 -4.34999 2.51804 -0.06 -0.02 0.08 0.11
H 2.22610 -6.15013 0.08438 -0.03 -0.01 -0.18 0.08
H 2.91942 -5.91547 1.66638 0.10 0.00 0.10 0.09
H 1.22393 -6.32138 1.51956 -0.14 -0.04 0.05 0.08
H 3.15891 -3.83575 -0.48541 0.10 0.05 -0.13 0.11
H 2.66746 -1.44636 -0.58516 0.02 -0.08 -0.06 0.04
H 1.91115 2.22162 0.82416 -0.04 0.34 0.02 0.12
H 4.37392 1.79277 0.36456 -0.12 0.18 0.13 -0.09
F -2.07509 -0.92461 3.60295 0.02 0.07 -0.02 0.03
C -3.23707 -1.16630 4.26484 -0.21 -0.02 0.10 -0.28
C -3.43883 -0.58026 5.49649 0.15 0.10 0.05 -0.02
C -4.63186 -0.82874 6.16009 -0.04 -0.06 -0.07 -0.07
C -5.59189 -1.65470 5.59116 -0.01 0.01 0.01 -0.08
C -5.36226 -2.23306 4.35100 0.00 0.06 0.08 -0.08
C -4.17633 -1.98559 3.67597 0.06 -0.07 -0.22 -0.03
H -2.67384 0.05314 5.92573 0.00 -0.01 -0.01 0.12
H -4.80940 -0.37725 7.12650 0.01 0.00 0.01 0.11
H -6.51678 -1.84963 6.11620 0.00 -0.01 0.00 0.11
H -6.10423 -2.88300 3.90704 0.01 -0.01 -0.02 0.11
H -3.97808 -2.42191 2.70509 0.02 0.01 0.00 0.11
F -4.51613 -5.28653 5.34034 0.01 0.01 0.02 0.06
C -4.85020 -5.97743 4.23268 -0.03 -0.07 -0.10 -0.29
C -4.23303 -5.66373 3.03825 0.11 0.11 -0.04 -0.03
C -4.57549 -6.37975 1.90010 -0.08 -0.05 0.05 -0.08
C -5.52742 -7.38757 1.96926 -0.01 -0.01 -0.03 -0.09
C -6.13679 -7.68215 3.18141 0.05 0.05 -0.04 -0.08
C -5.79777 -6.97655 4.32705 -0.07 -0.03 0.10 -0.01
H -3.49604 -4.87244 3.00645 0.02 -0.02 0.05 0.10
H -4.09697 -6.14908 0.95769 0.01 0.01 0.00 0.10
H -5.79356 -7.94269 1.08012 0.00 0.00 0.00 0.10
H -6.88027 -8.46550 3.23743 0.00 -0.01 0.01 0.11
H -6.25545 -7.19510 5.28240 0.01 0.02 0.00 0.12
```
Positions in Å, forces in eV/Å.

HOMO = -10.584 eV
multiplicity = 1
net charge = +1
Kohn-Sham gap = 8.521 eV
maximum force = 1.2 eV Å⁻¹